[1]
Density functional theory data (ωB97M-V/def2-TZVPD) for a 3-piece molecular cluster, C21H46N4O7 overall in a non-equilibrium geometry.

Last column: Löwdin charge in e.
Cartesian coordinates (Å):
H  0.48701  -3.98628  7.64597  0.12
H  -1.30442  -0.63144  -1.84066  0.09
C  -0.43896  -2.33510  6.62031  -0.18
C  4.62382  -0.46944  -4.35020  -0.17
O  0.99002  0.98407  -1.65935  0.05
H  -3.74242  -2.53521  2.84784  0.09
H  1.66292  -5.73014  4.66701  0.09
H  -3.74671  2.39350  -0.27644  0.12
C  -5.24574  2.48383  1.30372  -0.20
O  -0.07087  -1.24846  5.77241  -0.13
N  5.32945  1.86568  -3.47171  0.00
C  -2.04566  0.17431  -1.86283  -0.11
H  -2.80476  -0.06413  -2.61177  0.09
C  3.31389  -0.88134  -3.49152  -0.19
H  -7.52869  1.25072  1.67214  0.09
H  6.10999  4.52072  -3.69188  0.08
H  5.45236  0.06034  -2.37845  0.11
H  3.39543  -1.99150  -3.25884  0.11
C  -6.62496  0.67139  1.89131  -0.11
H  1.13961  -1.41697  -3.98131  0.12
H  4.34695  1.97484  -3.75847  0.09
H  4.75862  4.10052  -4.58851  0.06
H  -6.37277  0.75531  2.95369  0.09
C  0.65056  -3.39229  6.73830  -0.20
C  -0.23988  2.53476  -4.69003  -0.17
H  3.25825  -0.31450  -2.50105  0.11
H  -1.45546  -1.44057  2.71090  0.11
C  -1.76205  0.57589  0.43713  -0.19
C  -3.88329  2.82675  0.71622  -0.18
H  -3.82980  3.91342  0.60345  0.12
H  2.23370  1.45739  -4.43049  0.14
N  -0.08879  2.43201  -3.19192  0.01
H  -1.24882  -0.36110  0.68484  0.12
H  2.20673  -0.88202  -5.40925  0.12
H  -3.86285  -3.84430  4.04533  0.09
O  -5.54465  1.10828  1.09268  -0.21
H  1.92433  -5.66101  6.42452  0.09
C  -3.48380  -2.83638  3.86825  -0.11
H  -3.95084  -2.15957  4.59104  0.09
C  1.34893  0.77940  -4.21587  -0.24
C  1.95399  -0.68819  -4.30730  -0.17
O  -2.08123  -2.85588  4.04497  -0.20
H  -6.02063  3.07494  0.79996  0.12
H  -1.32421  2.86813  -4.80886  0.12
H  -5.25265  2.70930  2.37594  0.13
H  6.71441  0.15045  -3.67905  0.11
C  -0.08873  -1.52411  4.37210  -0.17
H  0.43014  -0.68178  3.90630  0.13
C  -1.49743  -1.58132  3.79729  -0.20
H  0.48438  -2.42350  4.13913  0.12
O  0.60331  -4.27899  5.62599  -0.21
H  -2.11043  -0.79080  4.24469  0.13
H  -3.38712  0.50613  1.89168  0.12
O  -2.68861  0.29844  -0.60840  -0.19
H  -6.81484  -0.37795  1.66342  0.09
C  6.11931  2.61374  -4.43375  -0.48
C  5.64114  0.41378  -3.45414  -0.22
H  -1.02768  1.31692  0.10541  0.12
C  1.77549  -5.06064  5.52024  -0.11
C  0.05915  1.00769  -5.12228  -0.12
H  1.63158  -2.90713  6.79026  0.13
O  -2.80261  2.48636  1.58211  -0.13
C  -2.49515  1.09485  1.66677  -0.18
H  0.50588  1.00806  -6.17723  0.12
H  2.64672  -4.42058  5.34605  0.09
H  0.15515  3.31412  -2.72753  0.14
N  7.06787  2.14837  -5.18567  0.11
H  0.53080  3.18142  -5.23205  0.12
H  -0.58487  -1.89111  7.60908  0.13
H  7.43295  2.93045  -5.75572  0.05
C  0.78570  1.31936  -2.83276  -0.39
N  5.79239  4.07157  -4.56107  0.05
H  -1.57185  1.11446  -2.14094  0.05
H  -1.82312  1.00025  2.52385  0.12
H  -1.39466  -2.76699  6.31782  0.12
H  5.17349  -1.42832  -4.63599  0.11
H  4.30426  0.08973  -5.28433  0.11
H  -0.79865  0.27740  -5.00251  0.13

Computed properties:
Largest force on an atom (eV Å⁻¹): 3.04
Structure (SMILES): [H]/N=C(\N)NCCCC[C@H]1CCNC1=O.COCCOCCOC.COCCOCCOC
Highest occupied orbital energy (Ha): -0.33080
E_tot (eV): -42810.937
Gap between HOMO and LUMO (eV): 9.22
ΔE to the lowest compared entry with this formula, charge and spin (kcal/mol): 19.4

=====

[2]
Density functional theory data (ωB97M-V/def2-TZVPD) for a 3-piece molecular cluster, C21H47BN3O12 overall in a non-equilibrium geometry.

Last column: Löwdin charge in e.
Cartesian coordinates (Å):
C  -2.80022  -5.79765  1.18218  -0.20
H  -2.64062  -6.85861  1.40511  0.12
C  -2.89359  -5.01386  2.49932  -0.22
H  4.43383  7.34792  -2.59887  0.10
O  4.21242  2.18939  -4.50158  -0.11
C  -6.34759  -5.85461  -0.14489  -0.21
H  -4.35469  2.17831  4.13171  0.11
H  0.28178  -0.31769  -1.07088  0.11
H  -6.16547  -6.14715  -1.18414  0.12
H  2.78613  1.94170  -2.18862  0.10
C  -3.42098  1.74632  4.50935  -0.20
C  2.16818  1.59638  -3.07813  -0.16
H  7.36804  4.45534  -3.78579  0.14
H  -0.28098  0.91131  4.59532  0.07
H  -5.30100  -3.69898  -1.41577  0.08
C  -4.11872  -2.99927  2.09816  -0.10
H  5.59436  -0.99381  -4.79446  0.10
H  1.93828  -0.10212  0.77425  0.06
H  -5.08618  -7.32221  0.79651  0.12
O  -6.63966  -4.46150  -0.02159  -0.20
C  5.95449  6.31729  -3.94440  -0.40
H  6.73421  2.63488  -2.37557  0.15
H  -0.98047  -1.42140  3.33232  0.08
H  0.62142  -1.40082  2.57432  0.08
O  -2.85276  -3.60084  2.33061  -0.20
H  -4.05614  -4.68327  0.05187  0.07
H  -4.08481  -1.98075  2.49189  0.07
C  1.18425  0.35335  -1.29680  -0.26
H  6.15504  7.92296  -2.39715  0.08
O  -1.28325  2.45238  5.54795  -0.18
C  6.36411  3.97977  -4.10135  -0.10
H  2.96361  -0.94893  -0.58182  0.08
O  6.42475  -0.00166  -2.47275  0.07
C  2.39377  -0.00915  -0.28154  -0.08
O  1.58633  0.30254  -2.69206  -0.21
O  5.30810  3.84531  -0.58047  -0.20
H  6.58157  3.42611  -5.08997  0.15
C  -0.21122  1.99189  4.73675  -0.09
H  -2.59908  -0.81919  1.38185  0.10
H  5.76677  -0.05086  -1.73892  0.10
H  2.26998  1.96483  -5.27271  0.14
H  -2.10598  0.31351  3.94861  0.07
H  -5.39019  -5.86283  1.76266  0.10
C  -0.44991  -1.31772  2.38130  -0.11
H  -6.72748  -2.70908  -1.06374  0.09
H  -2.00584  0.47674  0.33994  0.12
C  2.95059  1.50612  -4.46388  -0.13
H  -7.23636  -6.39359  0.19840  0.12
C  -5.17205  -6.23170  0.75461  -0.21
O  3.74301  4.31391  -2.19768  -0.07
O  5.96283  -0.08333  -4.88588  0.09
B  5.79377  0.62102  -3.63592  -0.56
C  -6.37474  -3.73141  -1.21005  -0.11
O  5.47473  5.07679  -4.44058  -0.07
H  -2.11229  2.08137  2.22360  0.11
H  0.72193  2.18892  5.26868  0.09
H  -4.93341  -3.53277  2.59499  0.09
H  -3.75106  -5.31346  3.11121  0.11
H  1.31514  2.36436  -3.20067  0.14
C  -2.43189  2.87828  4.82304  -0.22
H  -2.14747  3.45094  3.93411  0.11
H  3.05464  0.92885  -0.23866  0.08
H  -3.66707  1.24560  5.45136  0.11
C  -2.04542  0.12450  1.37576  -0.20
H  0.90643  1.44690  -1.05418  0.13
H  -0.16920  2.49995  3.76994  0.09
H  -6.90677  -4.16469  -2.06200  0.09
C  5.52129  6.97415  -2.56292  0.00
N  -2.97098  0.70235  3.58625  -0.05
H  -3.70386  1.43913  1.76603  0.12
C  -2.74231  1.18573  2.22417  -0.20
O  -0.69402  -0.04315  1.80315  -0.21
O  6.76663  6.96174  -4.66839  0.02
H  -0.74392  -2.11941  1.69888  0.08
H  -2.00413  -5.26589  3.08729  0.12
H  -2.94987  3.58496  5.48095  0.12
H  5.68188  6.31146  -1.65120  0.08
C  5.81476  3.01420  -2.94085  -0.13
N  5.00664  1.86395  -3.43249  -0.01
C  4.86277  3.80138  -1.87784  -0.56
H  -4.31116  -2.92523  1.02543  0.07
N  -3.92047  -5.67013  0.24729  -0.05
H  -1.90822  -5.45289  0.64955  0.12
H  3.02501  0.38682  -4.74947  0.13

Computed properties:
Largest force on an atom (eV Å⁻¹): 5.13
Total charge: -1
Highest occupied orbital energy (Ha): -0.16687
E_tot (eV): -52252.880
Gap between HOMO and LUMO (eV): 6.50